The following is a quantum chemistry calculation of 2 unconnected molecules or ions with the total composition CH6N2S at a distorted geometry, from the OMol25 dataset.

Summary:
- Electronic energy: -14947.941 eV
- <S²>: 0.751
- Multiplicity: 2
- Frontier orbital gap (alpha / beta): 2.95 / 9.40 eV
- Total charge: -1
- Energy above the lowest of the compared OMol25 structures with the same formula, charge and spin: 99.3 kJ/mol

Atoms and positions in Å:
H -2.3790 0.5089 0.1264
H -0.8793 1.6155 0.9945
S 3.1236 -1.0199 1.7628
H -1.7165 -1.0214 -1.5186
H 3.4724 0.0406 1.0291
H -0.2889 -0.2577 -1.8226
N -1.2687 -0.1045 -1.6027
H 1.8002 -1.3664 1.1605
C -1.4141 0.5076 -0.3622
N -0.4496 1.0973 0.2328